{
  "formula": "C13H23I2OP2Sm",
  "method": "ωB97M-V with the def2-TZVPD basis set",
  "species": ["I", "I", "Sm", "P", "C", "C", "H", "H", "H", "H", "H", "H", "C", "H", "H", "H", "P", "C", "C", "H", "H", "H", "C", "H", "H", "H", "H", "H", "H", "C", "O", "C", "C", "C", "C", "C", "C", "H", "H", "H", "H", "H"],
  "coordinates": [[-2.842, 0.680, -4.135], [-0.371, 0.954, -4.952], [-0.049, 0.444, 0.016], [-0.590, -2.216, -0.832], [-0.941, -3.417, 0.508], [-1.829, -2.674, -2.084], [-1.674, -3.713, -2.408], [0.744, -3.935, -1.878], [-1.763, -1.987, -2.938], [1.286, -2.290, -2.371], [-1.957, -3.246, 0.881], [-2.828, -2.566, -1.644], [0.955, -2.914, -1.529], [-0.862, -4.441, 0.118], [1.750, -2.934, -0.772], [-0.243, -3.281, 1.341], [-0.472, 3.268, -0.655], [-0.655, 4.472, 0.699], [0.945, 4.029, -1.533], [-1.749, 3.329, -2.705], [-1.721, 4.942, -1.879], [-2.783, 3.618, -1.286], [-1.816, 3.853, -1.745], [1.045, 3.558, -2.517], [0.755, 5.105, -1.639], [-0.521, 5.485, 0.295], [0.104, 4.281, 1.465], [1.864, 3.871, -0.956], [-1.647, 4.384, 1.154], [-1.366, 1.447, 1.732], [-1.946, 1.946, 2.605], [2.473, -2.510, 3.478], [1.196, -2.017, 3.752], [0.539, -1.185, 2.812], [1.199, -0.841, 1.647], [2.456, -1.345, 1.336], [3.097, -2.186, 2.272], [2.971, -3.158, 4.202], [0.697, -2.263, 4.695], [-0.484, -0.847, 3.014], [2.939, -1.115, 0.384], [4.092, -2.584, 2.054]],
  "s2": 8.96,
  "orbital_gap_ev": [6.6, 6.7],
  "total_charge": 2,
  "multiplicity": 6
}

=====

{
  "formula": "C5H8O2",
  "method": "ωB97M-V with the def2-TZVPD basis set",
  "species": ["C", "C", "C", "C", "O", "C", "O", "H", "H", "H", "H", "H", "H", "H", "H"],
  "coordinates": [[-0.229, 1.440, -0.300], [-0.158, 0.021, 0.224], [-0.797, -1.114, -0.515], [-1.338, -0.671, 0.818], [1.064, -0.190, 0.918], [2.119, -0.192, 0.077], [2.093, -0.500, -1.084], [-0.861, 1.540, -1.184], [0.755, 1.838, -0.606], [-0.604, 2.092, 0.487], [-1.378, -0.864, -1.398], [-0.271, -2.061, -0.571], [-2.286, -0.145, 0.867], [-1.134, -1.326, 1.659], [3.024, 0.132, 0.608]],
  "orbital_gap_ev": 11.3,
  "relative_energy_kcal_mol": 27.3,
  "smiles": "CC1(OC=O)CC1"
}

=====

{
  "formula": "C4H4Br2",
  "method": "ωB97M-V with the def2-TZVPD basis set",
  "species": ["C", "C", "C", "C", "Br", "Br", "H", "H", "H", "H"],
  "coordinates": [[1.086, -0.589, -0.156], [-0.091, -1.095, 0.269], [0.620, 0.860, -0.253], [-0.759, 0.201, 0.363], [-1.610, 0.828, 1.860], [-2.412, 0.481, -1.405], [1.966, -1.275, -0.438], [-0.329, -2.149, 0.512], [0.973, 1.582, 0.449], [0.554, 1.155, -1.203]],
  "s2": 2.02,
  "orbital_gap_ev": [7.8, 6.1],
  "multiplicity": 3,
  "relative_energy_kcal_mol": 8.7
}

=====

{
  "formula": "C14H20N2O3S",
  "method": "ωB97M-V with the def2-TZVPD basis set",
  "species": ["C", "C", "C", "C", "C", "C", "C", "N", "O", "O", "H", "C", "O", "N", "H", "C", "C", "H", "H", "S", "C", "C", "H", "H", "H", "C", "H", "H", "H", "C", "H", "H", "H", "H", "H", "H", "H", "H", "H", "H"],
  "coordinates": [[-5.836, -0.625, 0.073], [-4.505, 0.040, -0.015], [-4.412, 1.422, 0.142], [-3.203, 2.083, 0.077], [-2.016, 1.381, -0.133], [-2.082, 0.009, -0.301], [-3.307, -0.650, -0.241], [-3.265, -2.081, -0.412], [-4.275, -2.660, -0.751], [-2.202, -2.630, -0.202], [-1.208, -0.590, -0.515], [-0.745, 2.170, -0.205], [-0.742, 3.354, -0.480], [0.373, 1.483, 0.115], [0.335, 0.481, 0.236], [1.695, 2.023, -0.069], [2.413, 1.328, -1.224], [3.459, 1.620, -1.277], [1.926, 1.578, -2.167], [2.289, -0.495, -1.175], [3.416, -1.090, 0.188], [2.652, -1.100, 1.507], [2.383, -0.095, 1.824], [3.270, -1.545, 2.285], [1.744, -1.692, 1.412], [3.770, -2.516, -0.223], [4.384, -2.986, 0.543], [4.320, -2.516, -1.162], [2.867, -3.107, -0.357], [4.671, -0.236, 0.273], [5.148, -0.155, -0.702], [5.376, -0.704, 0.958], [4.455, 0.763, 0.647], [1.583, 3.088, -0.291], [2.264, 1.915, 0.860], [-3.149, 3.155, 0.186], [-5.316, 1.985, 0.316], [-6.141, -0.984, -0.909], [-5.804, -1.494, 0.727], [-6.583, 0.073, 0.441]],
  "orbital_gap_ev": 8.5,
  "relative_energy_kcal_mol": 71.5,
  "smiles": "Cc1ccc(C(=O)NCCSC(C)(C)C)cc1[N+](=O)[O-]"
}

=====

{
  "formula": "C4H11NO",
  "method": "ωB97M-V with the def2-TZVPD basis set",
  "species": ["C", "C", "C", "C", "N", "H", "H", "H", "H", "H", "H", "H", "H", "H", "H", "H", "O"],
  "coordinates": [[-1.839, 1.862, 1.073], [-1.347, 0.360, 1.080], [-0.527, 0.076, -0.257], [0.810, 0.369, -0.199], [1.714, -0.024, -1.149], [-2.357, 2.177, 0.010], [-2.531, 2.134, 1.912], [-0.947, 2.534, 1.239], [-2.278, -0.236, 0.988], [-0.635, 0.043, 1.851], [-1.131, 0.085, -1.229], [1.202, 0.803, 0.814], [1.276, 0.001, -2.086], [2.649, 0.390, -1.153], [1.119, -1.555, -0.857], [1.596, -2.708, 0.080], [0.933, -2.438, -0.463]],
  "orbital_gap_ev": 9.0,
  "relative_energy_kcal_mol": 61.9,
  "smiles": "CC/C=C/N.O"
}

=====

{
  "formula": "C3H3F2NO2",
  "method": "ωB97M-V with the def2-TZVPD basis set",
  "species": ["C", "C", "C", "H", "H", "H", "N", "O", "O", "F", "F"],
  "coordinates": [[-0.071, 0.700, 1.213], [0.401, -0.719, 0.531], [-0.334, -0.081, -0.729], [0.625, 2.936, -0.838], [0.547, 1.352, 2.144], [-1.427, 0.665, 1.464], [0.043, 1.149, -0.348], [-0.375, 2.322, -0.832], [-1.063, -0.615, -1.534], [1.672, -1.113, 0.482], [-0.398, -1.782, 0.907]],
  "orbital_gap_ev": 10.2,
  "relative_energy_kcal_mol": 124.6
}

=====

{
  "formula": "C3H7NO",
  "method": "ωB97M-V with the def2-TZVPD basis set",
  "species": ["C", "N", "C", "O", "C", "H", "H", "H", "H", "H", "H", "H"],
  "coordinates": [[-1.978, -0.138, -0.021], [-1.004, 0.145, -1.040], [-0.033, -0.346, -1.548], [0.925, -0.726, -2.116], [1.778, 0.350, 1.318], [-2.099, -1.215, 0.131], [-2.939, 0.285, -0.319], [-1.676, 0.322, 0.925], [1.098, -0.281, 0.741], [1.801, 1.351, 0.879], [2.778, -0.086, 1.287], [1.433, 0.408, 2.353]],
  "orbital_gap_ev": 11.1,
  "relative_energy_kcal_mol": 21.2,
  "smiles": "CN=C=O.C"
}

=====

{
  "formula": "C5H17N2OW",
  "method": "ωB97M-V with the def2-TZVPD basis set",
  "species": ["C", "W", "N", "H", "H", "H", "H", "H", "H", "H", "H", "C", "N", "C", "C", "C", "O", "H", "H", "H", "H", "H", "H", "H", "H", "H"],
  "coordinates": [[-2.718, -1.136, -2.526], [-0.667, -0.283, -1.561], [0.899, 0.588, -2.720], [-0.114, -1.825, -1.023], [-2.702, -0.304, -1.810], [-3.485, -1.821, -2.146], [-1.754, -1.722, -2.570], [-2.959, -0.766, -3.529], [1.806, 0.193, -2.458], [0.980, 1.599, -2.576], [0.807, 0.455, -3.734], [-0.112, 0.323, 3.049], [0.224, 0.527, 1.648], [-0.845, 0.427, 0.621], [1.472, 0.427, 1.139], [2.653, 0.247, 2.044], [1.605, 0.479, -0.105], [-1.176, 0.532, 3.191], [0.456, 1.017, 3.680], [0.108, -0.701, 3.387], [-0.669, 1.171, -0.222], [-0.916, -0.674, 0.315], [-1.783, 0.666, 1.138], [2.950, -0.810, 2.054], [3.493, 0.825, 1.643], [2.446, 0.566, 3.071]],
  "s2": 2.01,
  "orbital_gap_ev": [6.8, 6.8],
  "total_charge": 1,
  "multiplicity": 3,
  "relative_energy_kcal_mol": 0.0
}